Entry 1:
Computed, not measured: a molecular structure, C27H27BrN3O4Pd, with ωB97M-V with the def2-TZVPD basis set.

Structure (XYZ):
```
63
Properties=species:S:1:pos:R:3
Pd 0.21 -0.94 -0.53
C 1.82 -1.23 -4.60
C 1.87 -1.23 -3.10
O 0.85 -1.56 -2.47
C 3.13 -0.90 -2.47
C 3.41 -0.84 -1.14
C 4.79 -0.55 -0.65
N 2.45 -1.02 -0.17
N 2.76 -1.01 1.06
C 1.72 -0.89 1.97
O 0.55 -0.78 1.58
C 2.07 -0.90 3.39
C 1.05 -0.77 4.33
C 1.35 -0.78 5.68
C 2.67 -0.92 6.09
C 3.69 -1.05 5.16
C 3.40 -1.04 3.81
H 0.80 -1.39 -4.94
H 2.47 -2.01 -4.99
H 2.19 -0.27 -4.97
H 3.95 -0.71 -3.14
H 5.47 -0.42 -1.49
H 5.14 -1.37 -0.01
H 4.79 0.35 -0.04
H 0.03 -0.65 3.99
H 0.56 -0.67 6.41
H 2.90 -0.93 7.15
H 4.71 -1.16 5.49
H 4.18 -1.15 3.07
Br -2.96 -6.91 0.12
C -2.00 -5.31 0.01
C -2.54 -4.14 0.52
C -1.80 -2.98 0.41
N -0.58 -2.96 -0.15
C -0.07 -4.09 -0.63
C -0.74 -5.30 -0.57
H -3.52 -4.13 0.98
H -2.18 -2.04 0.79
H 0.91 -4.03 -1.08
H -0.29 -6.20 -0.97
C -4.44 5.86 -1.37
C -3.56 4.65 -1.21
C -3.03 4.31 0.02
C -2.23 3.19 0.19
C -1.64 2.85 1.54
C -1.97 2.40 -0.93
C -2.48 2.72 -2.19
C -2.19 1.84 -3.39
C -3.27 3.84 -2.31
C -1.11 1.20 -0.77
O -1.59 0.14 -0.24
O 0.10 1.18 -1.14
H -4.36 6.53 -0.51
H -5.49 5.57 -1.47
H -4.17 6.43 -2.26
H -3.24 4.94 0.88
H -2.05 3.50 2.31
H -0.56 2.98 1.53
H -1.85 1.82 1.82
H -1.13 1.61 -3.47
H -2.51 2.33 -4.31
H -2.73 0.89 -3.31
H -3.68 4.10 -3.28
```

Calculated values
HOMO energy (spin up / spin down) in eV: -10.93 / -11.01
Lowest unoccupied orbital energy (spin up / spin down) in eV: -3.13 / -6.21
Net charge: +1
Relative energy (zero: lowest compared OMol25 entry of this formula, charge and spin) in eV: 0.000
Spin multiplicity: 5
E_tot in eV: -114611.68572
HOMO-LUMO gap (spin up / spin down) in eV: 7.80 / 4.80

---

Entry 2:
Computed, not measured: a molecular structure, C27H27F3FeN4O6S5 in a non-equilibrium geometry, with ωB97M-V with the def2-TZVPD basis set.

Structure (XYZ):
```
73
Properties=species:S:1:pos:R:3
Fe -0.18 0.67 0.48
O 0.44 4.11 3.21
C -0.37 5.01 2.64
C -0.61 6.19 3.34
C -1.42 7.17 2.80
C -2.02 6.99 1.56
C -1.80 5.81 0.87
C -0.98 4.81 1.39
C -0.75 3.53 0.63
O 0.09 2.71 1.13
N -1.42 3.38 -0.48
N -1.11 2.17 -1.07
C -1.42 2.14 -2.29
S -2.18 3.55 -3.06
C -2.56 2.66 -4.58
C -1.40 1.73 -4.88
S -1.05 0.79 -3.38
H 0.46 3.33 2.60
H -0.15 6.31 4.32
H -1.60 8.09 3.36
H -2.66 7.76 1.14
H -2.26 5.63 -0.09
H -2.72 3.39 -5.37
H -3.47 2.08 -4.43
H -0.51 2.30 -5.17
H -1.64 1.00 -5.66
C 1.89 -1.98 2.49
C 1.56 -0.63 3.10
O 1.75 0.47 2.20
C 3.12 0.73 1.91
C 3.31 2.23 1.85
H 1.44 -2.77 3.10
H 2.97 -2.15 2.41
H 1.47 -2.05 1.48
H 2.16 -0.45 4.00
H 0.51 -0.61 3.38
H 3.40 0.27 0.96
H 3.74 0.30 2.70
H 2.56 2.68 1.19
H 4.31 2.47 1.48
H 3.18 2.67 2.85
N -3.06 -2.20 0.49
C -3.87 -1.48 -0.37
C -3.05 -0.98 -1.33
N -1.73 -1.34 -1.06
C -1.79 -2.06 0.04
H -3.29 -2.38 1.45
H -4.93 -1.38 -0.20
H -3.30 -0.39 -2.19
H -0.95 -2.51 0.55
S 2.33 1.46 -1.58
C 1.37 0.30 -0.94
O -3.34 -1.80 3.08
S -2.01 -1.24 3.34
O -1.81 -0.76 4.70
O -0.96 -2.18 2.88
S -1.91 0.45 2.09
F 0.80 -8.20 -3.50
C 1.85 -7.81 -2.77
F 1.87 -8.57 -1.66
F 2.97 -8.11 -3.47
C 1.79 -6.35 -2.44
C 2.92 -5.73 -1.91
C 2.88 -4.39 -1.59
C 1.72 -3.64 -1.77
C 0.59 -4.28 -2.28
C 0.63 -5.62 -2.62
C 1.67 -2.24 -1.45
C 1.53 -1.07 -1.22
H 3.82 -6.31 -1.76
H 3.76 -3.89 -1.19
H -0.32 -3.70 -2.40
H -0.25 -6.11 -3.02
```

Calculated values
HOMO energy (spin up / spin down) in eV: -2.12 / -2.26
Lowest unoccupied orbital energy (spin up / spin down) in eV: 3.79 / 3.79
Net charge: -2
Spin multiplicity: 5
E_tot in eV: -143400.35320
HOMO-LUMO gap (spin up / spin down) in eV: 5.91 / 6.06

---

Entry 3:
Computed, not measured: 9 unconnected molecules or ions with the total composition C27H27F9O27 in a non-equilibrium geometry, with ωB97M-V with the def2-TZVPD basis set.

Structure (XYZ):
```
90
Properties=species:S:1:pos:R:3
O 0.02 1.18 -5.04
C 1.12 1.46 -4.58
O 2.26 1.82 -5.19
C 3.30 2.06 -4.20
C 2.57 1.88 -2.84
F 2.39 3.02 -2.18
O 1.30 1.37 -3.25
H 4.10 1.34 -4.32
H 3.59 3.08 -4.34
H 3.05 1.21 -2.08
O 1.08 5.60 3.70
C 0.98 5.31 2.52
O 1.49 4.23 1.92
C 1.12 4.28 0.53
C 0.12 5.41 0.46
F -1.11 4.80 0.40
O 0.19 6.04 1.68
H 2.05 4.44 -0.02
H 0.65 3.31 0.32
H 0.35 6.11 -0.36
O 0.02 -2.04 -1.95
C -0.82 -1.73 -2.77
O -0.87 -2.08 -4.04
C -1.94 -1.39 -4.70
C -2.48 -0.45 -3.61
F -3.75 -0.82 -3.31
O -1.67 -0.74 -2.52
H -1.62 -0.81 -5.54
H -2.71 -2.03 -5.09
H -2.45 0.65 -3.74
O 0.95 -3.74 5.26
C 1.89 -3.63 4.49
O 2.58 -2.52 4.14
C 3.57 -2.91 3.16
C 3.41 -4.40 2.96
F 4.56 -5.02 3.57
O 2.29 -4.69 3.73
H 3.44 -2.28 2.26
H 4.60 -2.74 3.48
H 3.29 -4.71 1.97
O 3.80 -6.72 -0.82
C 2.81 -6.03 -0.78
O 1.55 -6.37 -1.08
C 0.77 -5.17 -1.13
C 1.60 -4.16 -0.44
F 1.19 -4.20 0.91
O 2.90 -4.63 -0.52
H 0.79 -4.86 -2.19
H -0.23 -5.26 -0.76
H 1.51 -3.13 -0.78
O -2.48 -3.09 -0.15
C -3.55 -2.55 0.01
O -3.73 -1.40 0.71
C -5.12 -1.13 0.82
C -5.68 -2.05 -0.31
F -5.68 -1.29 -1.53
O -4.73 -3.01 -0.42
H -5.53 -1.38 1.81
H -5.43 -0.11 0.54
H -6.73 -2.42 -0.26
O -0.24 4.20 -2.67
C -1.40 4.27 -2.50
O -2.13 5.41 -2.19
C -3.56 5.16 -2.17
C -3.61 3.70 -2.26
F -4.30 3.40 -3.39
O -2.28 3.25 -2.46
H -4.00 5.58 -1.27
H -3.98 5.58 -3.07
H -4.19 3.27 -1.47
O -0.35 -0.11 6.87
C 0.41 0.45 6.19
O 1.64 0.95 6.49
C 2.21 1.61 5.38
C 1.34 1.23 4.19
F 1.98 0.19 3.55
O 0.21 0.70 4.79
H 2.34 2.68 5.56
H 3.24 1.18 5.25
H 1.14 2.01 3.46
O 2.85 -0.40 -0.42
C 1.81 -0.49 0.09
O 1.45 -1.39 1.06
C 0.03 -1.30 1.29
C -0.27 0.03 0.65
F -0.24 1.05 1.59
O 0.76 0.24 -0.20
H -0.41 -2.07 0.72
H -0.11 -1.31 2.34
H -1.24 0.04 0.11
```

Calculated values
HOMO energy in eV: -10.85
Lowest unoccupied orbital energy in eV: -0.04
Net charge: 0
Relative energy (zero: lowest compared OMol25 entry of this formula, charge and spin) in eV: 1.094
SMILES: O=C1OC[C@@H](F)O1.O=C1OC[C@@H](F)O1.O=C1OC[C@@H](F)O1.O=C1OC[C@@H](F)O1.O=C1OC[C@@H](F)O1.O=C1OC[C@@H](F)O1.O=C1OC[C@@H](F)O1.O=C1OC[C@@H](F)O1.O=C1OC[C@@H](F)O1
E_tot in eV: -108178.15528
HOMO-LUMO gap in eV: 10.81

---

Entry 4:
Computed, not measured: C27H27N3O4S in the gas phase, with ωB97M-V with the def2-TZVPD basis set.

Structure (XYZ):
```
62
Properties=species:S:1:pos:R:3
C -0.73 2.53 -4.14
C 0.65 2.19 -3.65
C 1.48 1.37 -4.40
C 2.75 1.05 -3.96
C 3.23 1.56 -2.75
C 4.58 1.14 -2.23
C 4.49 -0.26 -1.61
N 3.48 -0.30 -0.58
C 3.71 -0.68 0.68
O 4.77 -1.12 1.09
C 2.52 -0.55 1.59
C 2.66 -1.07 2.84
N 1.70 -1.03 3.78
C 0.50 -0.41 3.54
C -0.51 -0.37 4.52
C -1.71 0.24 4.24
C -1.90 0.85 3.01
S -3.48 1.59 2.59
O -3.33 3.00 2.37
O -4.46 1.16 3.53
N -3.79 0.95 1.07
C -3.44 -0.39 0.83
C -3.77 -1.33 1.79
C -3.42 -2.66 1.63
C -2.74 -3.07 0.49
C -2.37 -4.51 0.28
C -2.43 -2.12 -0.48
C -2.76 -0.78 -0.33
C -2.36 0.20 -1.40
C -0.92 0.84 2.05
C 0.28 0.18 2.29
C 1.28 0.09 1.21
O 1.02 0.53 0.09
C 2.40 2.39 -2.01
C 1.13 2.70 -2.45
H -0.66 3.23 -4.97
H -1.24 1.64 -4.50
H -1.32 2.98 -3.35
H 1.13 0.97 -5.34
H 3.38 0.41 -4.55
H 5.31 1.12 -3.04
H 4.92 1.85 -1.47
H 5.44 -0.55 -1.15
H 4.24 -0.99 -2.39
H 2.57 0.10 -0.81
H 3.60 -1.54 3.11
H 1.85 -1.46 4.68
H -0.34 -0.84 5.48
H -2.52 0.26 4.96
H -3.54 1.60 0.35
H -4.30 -1.01 2.67
H -3.68 -3.38 2.39
H -2.36 -5.05 1.22
H -3.10 -4.99 -0.37
H -1.40 -4.60 -0.19
H -1.91 -2.43 -1.37
H -1.44 0.71 -1.12
H -3.14 0.93 -1.58
H -2.17 -0.33 -2.33
H -1.06 1.32 1.10
H 2.75 2.79 -1.07
H 0.50 3.35 -1.86
```

Calculated values
HOMO energy in eV: -8.52
Lowest unoccupied orbital energy in eV: -0.29
Net charge: 0
Relative energy (zero: lowest compared OMol25 entry of this formula, charge and spin) in eV: 0.000
SMILES: Cc1ccc(CCNC(=O)c2c[nH]c3ccc(S(=O)(=O)Nc4ccc(C)cc4C)cc3c2=O)cc1
E_tot in eV: -51934.60774
HOMO-LUMO gap in eV: 8.24

---

no.,M (g/mol)
1,643.85
2,776.71
3,954.47
4,489.60